Entry 1:
{
  "formula": "C39H70F3N10O9SV",
  "method": "wB97M-V/def2-TZVPD",
  "s_squared": 2.027,
  "fmax_ev_per_a": 5.39,
  "energy_ha": -4394.21912,
  "homo_lumo_gap_ev": [5.1162, 5.8520],
  "e_homo_ev": [-7.441, -7.441],
  "spin_multiplicity": 3,
  "species": ["V", "S", "F", "F", "F", "O", "O", "O", "O", "O", "O", "O", "O", "O", "N", "N", "N", "N", "N", "N", "N", "N", "N", "N", "C", "C", "C", "C", "C", "C", "C", "C", "C", "C", "C", "C", "C", "C", "C", "C", "C", "C", "C", "C", "C", "C", "C", "C", "C", "C", "C", "C", "C", "C", "C", "C", "C", "C", "C", "C", "C", "C", "C", "H", "H", "H", "H", "H", "H", "H", "H", "H", "H", "H", "H", "H", "H", "H", "H", "H", "H", "H", "H", "H", "H", "H", "H", "H", "H", "H", "H", "H", "H", "H", "H", "H", "H", "H", "H", "H", "H", "H", "H", "H", "H", "H", "H", "H", "H", "H", "H", "H", "H", "H", "H", "H", "H", "H", "H", "H", "H", "H", "H", "H", "H", "H", "H", "H", "H", "H", "H", "H", "H"],
  "coordinates": [[-6.861, 17.897, 15.293], [-6.381, 18.951, 12.122], [-5.793, 21.528, 11.803], [-4.712, 20.249, 10.469], [-4.125, 20.292, 12.533], [-8.785, 17.725, 14.170], [-10.558, 18.700, 14.927], [-5.011, 16.688, 15.378], [-6.463, 16.078, 14.107], [-8.530, 19.492, 15.187], [-6.152, 18.716, 13.572], [-7.714, 19.438, 11.854], [-4.808, 14.688, 14.459], [-5.966, 17.820, 11.323], [-9.381, 18.762, 14.606], [-5.966, 19.115, 16.859], [-5.726, 23.459, 16.857], [-8.817, 16.246, 10.292], [-5.338, 15.748, 14.576], [-8.748, 20.511, 9.054], [-2.489, 26.586, 12.321], [-7.388, 26.227, 9.058], [-1.546, 23.897, 14.550], [-1.552, 15.735, 10.255], [-4.507, 19.111, 18.976], [0.131, 14.774, 8.763], [-2.418, 17.462, 11.799], [-4.317, 25.731, 13.225], [-5.192, 23.419, 15.593], [-3.788, 14.558, 10.432], [-8.340, 21.731, 7.225], [-6.926, 20.103, 17.399], [-2.534, 25.285, 11.912], [-7.292, 27.462, 6.900], [-6.595, 26.494, 7.873], [-7.774, 20.466, 7.106], [-6.515, 23.935, 9.568], [-9.402, 15.766, 11.424], [-6.180, 23.160, 14.684], [-3.578, 26.909, 13.083], [-0.591, 23.317, 16.483], [-7.096, 23.387, 16.730], [-5.402, 18.362, 17.996], [-3.685, 24.746, 12.424], [-9.544, 25.514, 10.136], [-1.241, 22.216, 15.931], [-9.821, 16.543, 9.385], [-9.062, 21.673, 8.418], [-4.934, 19.982, 16.182], [-6.670, 25.391, 10.014], [-0.791, 24.352, 15.591], [-5.161, 20.365, 11.702], [-1.834, 22.564, 14.739], [-7.386, 23.041, 15.435], [-8.761, 25.758, 8.839], [-2.894, 15.571, 9.707], [-10.775, 15.800, 11.273], [-11.018, 16.175, 9.944], [-7.878, 19.782, 8.286], [-3.769, 19.276, 15.519], [-0.686, 14.561, 10.032], [-1.459, 16.268, 11.609], [-8.162, 19.538, 18.128], [0.592, 15.756, 8.692], [-7.452, 28.402, 7.433], [-11.959, 16.380, 9.456], [-1.299, 13.661, 9.960], [-5.652, 25.768, 10.147], [-3.093, 18.778, 16.218], [-7.859, 16.514, 10.148], [-9.758, 22.376, 8.847], [-10.617, 25.497, 9.939], [-5.495, 20.479, 15.391], [-8.665, 24.834, 8.249], [-6.488, 20.839, 18.075], [-2.882, 15.388, 8.632], [-5.955, 23.779, 8.646], [-8.990, 20.227, 18.261], [-4.954, 20.009, 19.408], [-5.821, 23.528, 10.312], [-3.532, 19.373, 18.567], [-1.630, 15.487, 12.362], [-0.558, 14.654, 7.925], [-8.321, 22.753, 14.981], [-2.511, 21.996, 14.124], [-7.303, 20.767, 16.623], [-5.182, 23.611, 17.685], [-4.105, 14.912, 11.416], [-7.170, 20.072, 6.298], [-4.743, 17.598, 17.572], [-4.318, 18.501, 19.860], [-1.247, 21.239, 16.395], [-1.767, 27.264, 12.151], [-4.040, 18.664, 14.668], [-9.573, 17.040, 8.461], [-6.007, 23.056, 13.627], [-2.371, 18.134, 10.947], [-9.527, 26.285, 10.912], [-9.127, 24.628, 10.616], [-8.933, 20.292, 10.020], [-7.397, 23.300, 9.605], [-8.562, 18.664, 17.593], [-8.770, 15.569, 12.276], [-1.905, 24.473, 13.793], [-7.471, 18.848, 8.631], [-8.326, 22.517, 6.489], [-3.076, 20.020, 15.118], [-3.298, 13.601, 10.620], [-5.628, 26.863, 8.217], [-0.007, 14.542, 10.886], [-11.452, 15.494, 12.054], [-4.558, 20.666, 16.941], [-7.896, 19.047, 19.067], [-0.450, 25.373, 15.511], [-1.736, 24.941, 11.274], [-3.620, 27.885, 13.535], [-6.712, 27.668, 6.005], [-4.079, 23.760, 12.234], [-8.284, 27.066, 6.695], [-0.107, 23.424, 17.439], [0.916, 14.014, 8.708], [-4.140, 23.587, 15.427], [-3.421, 16.522, 9.818], [-9.378, 26.415, 8.228], [-7.734, 23.530, 17.587], [-4.711, 14.413, 9.868], [-7.096, 25.382, 11.019], [-5.194, 25.559, 13.826], [-2.185, 17.968, 12.738], [-3.394, 17.009, 11.978], [-6.443, 25.535, 7.353], [-0.461, 16.670, 11.804], [-6.146, 17.767, 18.527]]
}



Entry 2:
{
  "formula": "C39H70FN4O7",
  "method": "wB97M-V/def2-TZVPD",
  "s_squared": 3.762,
  "fmax_ev_per_a": 5.35,
  "energy_ha": -2373.39893,
  "homo_lumo_gap_ev": [8.4459, 9.2423],
  "e_homo_ev": [-8.494, -9.291],
  "spin_multiplicity": 4,
  "species": ["F", "O", "O", "O", "O", "O", "O", "O", "N", "N", "N", "N", "C", "C", "C", "C", "C", "C", "C", "C", "C", "C", "C", "C", "C", "C", "C", "C", "C", "C", "C", "C", "C", "C", "C", "C", "C", "C", "C", "C", "C", "C", "C", "C", "C", "C", "C", "C", "C", "C", "C", "H", "H", "H", "H", "H", "H", "H", "H", "H", "H", "H", "H", "H", "H", "H", "H", "H", "H", "H", "H", "H", "H", "H", "H", "H", "H", "H", "H", "H", "H", "H", "H", "H", "H", "H", "H", "H", "H", "H", "H", "H", "H", "H", "H", "H", "H", "H", "H", "H", "H", "H", "H", "H", "H", "H", "H", "H", "H", "H", "H", "H", "H", "H", "H", "H", "H", "H", "H", "H", "H"],
  "coordinates": [[0.828, 5.725, 2.597], [1.204, 2.275, -0.357], [3.831, 7.965, 4.491], [-3.571, -4.546, -1.899], [2.552, 2.847, 6.910], [5.189, 7.006, 2.984], [0.346, -2.001, -2.109], [6.190, 5.375, 1.852], [0.233, 3.054, -0.713], [3.078, 2.541, 4.770], [0.822, -3.194, -1.964], [-4.355, -4.433, -0.877], [2.146, 5.593, 4.531], [0.828, -5.416, -3.101], [-6.126, -5.716, 0.342], [4.215, 2.686, 3.863], [1.948, 4.820, -0.310], [-5.451, -5.441, -1.020], [-4.752, -3.001, -0.749], [-5.227, -2.693, 0.684], [0.821, 1.386, 4.869], [-2.062, 2.951, -1.704], [-3.554, -2.069, -0.935], [5.311, 5.739, 2.479], [0.774, -3.888, -3.286], [4.106, 4.963, 2.954], [3.410, 2.617, 6.137], [-0.664, 2.296, -1.637], [4.127, 7.083, 3.817], [-0.092, 2.199, -3.054], [-0.935, 0.886, -1.111], [1.897, -3.425, -4.220], [-0.218, 5.469, -1.145], [0.372, 3.547, -3.603], [2.098, -2.084, -0.127], [2.572, -4.407, -0.648], [-4.896, -6.802, -1.446], [-7.010, -3.576, -1.791], [0.818, 4.331, -1.216], [-6.516, -5.000, -2.028], [1.363, 4.198, -2.642], [-5.832, -2.607, -1.761], [2.310, 1.310, 4.454], [3.273, -3.439, -3.560], [3.405, 5.756, 3.734], [0.995, 4.976, 3.757], [-0.567, -3.670, -3.994], [4.805, 2.366, 6.693], [3.848, 3.520, 2.593], [2.155, -3.069, -1.298], [3.250, -2.622, -2.271], [-0.048, 0.257, -1.117], [0.849, 3.400, -4.575], [-5.389, -5.777, 1.143], [1.723, -5.780, -2.605], [1.923, -1.058, -0.451], [5.164, 3.324, 7.074], [0.805, -5.911, -4.073], [-0.841, 1.769, -3.723], [1.688, -2.410, -4.573], [3.338, -4.241, 0.111], [0.061, 5.032, 4.316], [4.011, -3.017, -4.246], [4.706, 1.695, 7.540], [0.576, 2.392, 5.195], [-5.396, -2.555, -2.764], [-6.112, -5.064, -3.044], [-2.738, -2.333, -0.260], [0.757, 1.506, -3.062], [-0.614, -4.289, -4.891], [-2.799, 2.238, -2.077], [-0.479, 4.210, -3.780], [4.516, 1.697, 3.490], [-6.660, -6.667, 0.318], [2.826, 3.359, 2.270], [-6.878, -4.977, 0.613], [1.916, -4.059, -5.109], [1.155, 3.931, 3.505], [3.047, -2.086, 0.409], [-3.169, -2.076, -1.955], [2.823, 4.172, -0.349], [-6.087, -3.269, 1.009], [-1.672, 0.380, -1.734], [5.083, 3.170, 4.301], [-0.527, 5.647, -0.113], [5.531, 2.036, 5.953], [4.224, -2.685, -1.781], [2.778, 0.490, 5.008], [3.105, -1.567, -2.530], [-4.423, -2.862, 1.403], [-1.115, 5.300, -1.734], [4.560, 3.258, 1.811], [-3.847, -1.041, -0.716], [-1.329, 0.917, -0.091], [3.017, -5.112, -1.348], [0.217, 6.395, -1.524], [2.364, 1.139, 3.383], [-4.483, -6.788, -2.454], [-4.117, -7.141, -0.759], [0.678, 0.767, 5.753], [-5.525, -1.646, 0.762], [1.805, 6.597, 4.791], [1.725, -4.888, -0.157], [-0.035, -5.767, -2.531], [3.591, -4.466, -3.364], [-0.712, -2.638, -4.313], [2.277, 5.814, -0.617], [-7.698, -3.291, -2.590], [0.163, 1.037, 4.078], [-2.394, 3.276, -0.717], [-6.195, -1.601, -1.536], [-5.691, -7.548, -1.442], [2.289, 5.065, 5.472], [-2.116, 3.796, -2.388], [1.614, 4.887, 0.724], [-7.581, -3.510, -0.860], [1.313, -2.360, 0.580], [-7.362, -5.692, -1.992], [1.643, 5.184, -3.020], [2.282, 3.604, -2.632], [-1.403, -3.952, -3.351]]
}



> Which formula does entry 1 have?

C39H70F3N10O9SV